i:
The following is a DFT calculation (ωB97M-V/def2-TZVPD) of a 2-piece molecular cluster, C4H14N overall.

E_HOMO (alpha / beta)	-4.0 / -10.9	eV
expectation value of S²	0.75
LUMO level (alpha / beta)	1.0031 / 0.7423	eV
frontier orbital gap (alpha / beta)	5.01 / 11.66	eV
2S+1	2

```
19
C4H14N, DFT ωB97M-V/def2-TZVPD
H 0.29297 2.55303 2.07155
H -1.34977 -0.32172 -1.15790
H -1.81692 0.46947 0.87804
H -0.75125 -2.11260 -0.93855
H 1.32143 -1.88626 -2.46322
H 0.16978 2.54687 0.39145
H 0.95540 0.28569 -1.49281
C -0.59206 -0.97571 -0.64002
H 1.54005 -2.76518 -0.93594
C 0.83805 -0.65773 -0.83403
H 2.79977 -1.48442 -1.41149
H 0.62783 1.17108 1.11348
H -1.78557 1.18049 2.49729
H -1.03832 -1.00753 0.53960
C -1.58074 1.42205 1.40525
H 1.37192 -0.43251 0.06014
H -2.47185 1.83273 1.07756
C -0.21667 2.03181 1.21594
N 1.68596 -1.84957 -1.37634
```

ii:
The following is a DFT calculation (ωB97M-V/def2-TZVPD) of a 2-piece molecular cluster, C4H14N overall.

E_HOMO (alpha / beta)	-3.8 / -10.8	eV
expectation value of S²	0.75
LUMO level (alpha / beta)	1.0268 / 0.7006	eV
frontier orbital gap (alpha / beta)	4.83 / 11.54	eV
2S+1	2

```
19
C4H14N, DFT ωB97M-V/def2-TZVPD
H 0.59745 0.04317 2.82089
H 0.08573 1.59633 2.41058
H 0.77239 -1.64575 -2.10437
C 0.11095 -1.43248 -2.88622
H -0.26297 -2.32122 -3.38230
H 1.28512 0.87556 1.55768
C 1.80014 1.68727 3.38170
H -1.53172 -0.11525 -3.20715
H -2.12404 -2.09844 -1.37832
H 2.81515 1.23742 3.29167
H 1.71924 1.42244 4.44933
H -0.43703 0.43197 -1.92852
H 1.70040 2.76369 3.23304
C -2.06148 -0.96267 -1.23723
H -1.80163 -0.79547 -0.16579
H 0.44329 -0.83843 -3.70295
N 0.83182 0.92631 2.46908
H -2.99806 -0.36597 -1.35755
C -0.94477 -0.40847 -2.26357
```

Need the numbers? Relative energies in kcal/mol: i 27.4; ii 0.0.